No. 1
The following is a DFT calculation (ωB97M-V with the def2-TZVPD basis set) of a cluster of 14 separate species, C44H110N2O36S12 in total in a non-equilibrium geometry.

XYZ file:
```
204
Properties=species:S:1:pos:R:3
O 21.430 18.336 21.655
S 20.106 18.890 21.484
O 19.773 20.110 22.174
O 19.715 19.028 19.869
C 20.425 20.136 19.232
C 19.652 20.553 18.024
C 18.825 17.623 21.873
H 21.426 19.822 18.986
H 20.509 20.871 20.026
H 19.548 19.730 17.320
H 20.226 21.403 17.594
H 18.626 20.839 18.329
H 19.048 17.529 22.938
H 19.064 16.705 21.374
H 17.868 18.120 21.588
O 18.977 17.021 11.145
S 18.592 17.723 12.317
O 18.021 17.050 13.463
O 19.928 18.480 12.827
C 19.826 18.999 14.156
C 21.249 19.259 14.641
C 17.513 19.056 11.859
H 19.255 18.314 14.743
H 19.230 19.903 14.028
H 21.609 20.112 14.035
H 21.840 18.410 14.357
H 21.365 19.512 15.718
H 17.364 19.722 12.684
H 16.540 18.583 11.551
H 18.030 19.583 11.006
O 14.676 20.808 11.245
S 14.777 21.454 12.515
O 16.031 22.084 12.780
O 13.678 22.579 12.589
C 14.012 23.910 12.093
C 12.853 24.673 12.553
C 14.266 20.403 13.881
H 13.985 23.848 11.019
H 14.992 24.185 12.337
H 12.001 24.215 12.263
H 12.935 25.669 12.095
H 12.850 24.782 13.671
H 14.784 19.421 13.759
H 13.169 20.368 13.851
H 14.544 20.913 14.799
O 18.512 13.644 12.225
S 17.126 13.786 12.550
O 16.305 14.596 11.719
O 16.500 12.355 12.662
C 16.925 11.414 11.655
C 16.994 11.926 10.165
C 16.959 14.228 14.206
H 16.192 10.594 11.791
H 17.877 11.128 12.054
H 16.072 12.278 9.794
H 17.421 11.115 9.601
H 17.679 12.782 10.059
H 17.465 15.247 14.198
H 17.442 13.559 14.880
H 15.897 14.239 14.390
O 15.370 22.831 20.133
S 16.121 21.929 20.968
O 16.783 20.766 20.352
O 17.127 22.925 21.691
C 17.977 22.387 22.755
C 19.167 23.283 23.026
C 15.029 21.292 22.296
H 18.428 21.414 22.429
H 17.417 22.145 23.712
H 19.701 22.981 23.901
H 18.885 24.313 23.054
H 19.823 23.235 22.139
H 14.672 20.301 22.035
H 14.248 21.990 22.456
H 15.638 21.130 23.218
O 12.902 22.387 15.943
S 12.480 23.590 16.641
O 13.000 24.909 16.314
O 10.909 23.807 16.453
C 10.025 22.619 16.441
C 8.580 23.002 16.708
C 12.574 23.211 18.390
H 10.295 21.911 17.203
H 10.222 22.142 15.517
H 8.286 23.857 16.076
H 8.379 23.221 17.777
H 8.081 22.115 16.364
H 12.456 24.119 18.950
H 13.570 22.812 18.510
H 11.901 22.385 18.666
O 18.563 14.961 20.036
S 17.139 14.604 19.797
O 16.416 13.895 20.848
O 16.392 15.977 19.567
C 15.054 16.157 19.909
C 14.908 17.480 20.667
C 16.944 13.747 18.269
H 14.643 15.302 20.507
H 14.519 16.304 18.958
H 15.313 18.286 20.109
H 15.619 17.456 21.545
H 13.893 17.685 21.013
H 15.920 13.597 17.931
H 17.450 12.834 18.536
H 17.574 14.360 17.631
O 7.991 21.886 21.591
S 9.154 21.404 20.871
O 9.034 20.473 19.817
O 9.954 22.677 20.194
C 9.533 24.059 20.341
C 10.023 24.704 21.564
C 10.353 20.819 22.044
H 8.386 24.002 20.285
H 9.833 24.503 19.455
H 11.155 24.793 21.507
H 9.779 24.091 22.388
H 9.538 25.703 21.654
H 11.188 20.279 21.603
H 9.740 20.185 22.699
H 10.732 21.639 22.582
O 10.614 17.460 11.174
S 11.522 17.776 12.248
O 11.133 18.815 13.180
O 11.809 16.490 13.116
C 11.733 16.570 14.615
C 11.814 15.133 15.038
C 13.013 18.188 11.506
H 10.720 16.880 14.863
H 12.578 17.165 14.965
H 12.757 14.698 14.805
H 11.086 14.561 14.490
H 11.642 15.083 16.075
H 13.003 19.201 10.998
H 13.129 17.417 10.714
H 13.812 17.986 12.190
O 13.076 26.310 19.993
S 14.159 27.256 20.092
O 14.619 27.505 21.434
O 15.423 26.942 19.131
C 15.739 25.650 18.394
C 17.265 25.330 18.721
C 13.659 28.785 19.247
H 15.471 25.656 17.359
H 15.119 24.872 18.833
H 17.557 24.417 18.217
H 17.406 25.297 19.782
H 17.949 26.176 18.487
H 12.809 29.341 19.760
H 13.289 28.335 18.294
H 14.491 29.418 19.085
O 15.389 15.807 16.302
S 15.744 17.179 16.197
O 15.268 17.914 15.039
O 15.189 17.925 17.444
C 15.303 19.417 17.650
C 13.954 20.048 17.612
C 17.456 17.325 16.619
H 15.982 19.855 16.848
H 15.829 19.444 18.611
H 13.468 20.152 18.601
H 13.271 19.411 17.025
H 14.002 21.060 17.163
H 17.998 16.464 16.203
H 17.517 17.194 17.668
H 17.835 18.340 16.541
O 20.550 16.969 16.436
S 20.541 15.530 16.494
O 19.308 14.699 16.403
O 21.617 14.961 15.517
C 21.446 15.197 13.970
C 22.541 14.342 13.397
C 21.329 14.961 18.114
H 21.581 16.268 13.883
H 20.407 15.039 13.710
H 22.348 13.339 13.642
H 23.500 14.665 13.843
H 22.493 14.494 12.272
H 21.216 13.882 18.153
H 20.884 15.502 18.937
H 22.400 15.152 18.068
C 18.380 26.227 15.042
C 19.154 24.894 15.118
C 18.522 23.610 14.604
C 17.530 23.050 15.541
N 16.759 22.468 16.212
H 17.712 26.455 15.866
H 17.830 26.332 14.101
H 19.070 27.062 15.068
H 19.417 24.669 16.130
H 20.104 24.885 14.606
H 19.251 22.857 14.466
H 17.930 23.825 13.734
C 11.502 14.720 19.356
C 10.078 15.320 19.280
C 9.974 16.844 19.582
C 10.595 17.195 20.831
N 11.126 17.783 21.666
H 11.557 14.303 20.386
H 12.283 15.529 19.230
H 11.695 13.822 18.719
H 9.471 14.810 20.028
H 9.681 15.260 18.254
H 8.900 17.142 19.592
H 10.407 17.471 18.778
```

Output
E_HOMO   -10.41 eV
Energy relative to the best compared isomer or geometry (same formula, charge and spin)   0.0 kcal per mole



No. 2
The following is a DFT calculation (ωB97M-V with the def2-TZVPD basis set) of a cluster of 11 separate species, C44H110O22 in total in a non-equilibrium geometry.

XYZ file:
```
176
Properties=species:S:1:pos:R:3
C -4.378 -0.230 4.578
O -4.153 -0.195 5.971
C -4.778 0.882 6.606
C -4.183 1.066 8.008
O -4.194 -0.162 8.704
C -4.037 0.095 10.086
H -3.807 -1.045 4.137
H -4.008 0.727 4.191
H -5.434 -0.389 4.331
H -5.849 0.675 6.717
H -4.640 1.838 6.083
H -4.869 1.798 8.459
H -3.218 1.582 8.043
H -4.299 -0.778 10.685
H -4.750 0.847 10.442
H -3.009 0.396 10.307
C -2.707 4.976 4.277
O -2.899 6.331 4.586
C -2.598 6.641 5.925
C -3.476 7.771 6.406
O -4.799 7.377 6.727
C -5.723 7.370 5.668
H -1.898 4.511 4.859
H -2.324 4.801 3.271
H -3.559 4.318 4.469
H -1.557 6.888 6.180
H -2.804 5.765 6.556
H -3.557 8.493 5.582
H -3.097 8.147 7.358
H -5.848 8.416 5.363
H -6.700 7.018 6.009
H -5.476 6.658 4.876
C -2.254 -1.676 -3.925
O -1.364 -1.815 -5.018
C -1.971 -1.555 -6.275
C -1.044 -2.074 -7.352
O -1.511 -3.345 -7.829
C -0.746 -3.740 -8.950
H -3.129 -2.309 -4.102
H -2.468 -0.625 -3.718
H -1.737 -2.115 -3.069
H -2.096 -0.472 -6.380
H -2.956 -2.019 -6.379
H -0.035 -2.146 -6.940
H -1.128 -1.436 -8.239
H -0.696 -4.831 -8.995
H 0.305 -3.474 -8.784
H -1.090 -3.372 -9.919
C 3.010 -6.195 -7.407
O 2.379 -5.640 -6.245
C 1.898 -4.350 -6.491
C 1.518 -3.727 -5.152
O 0.742 -4.590 -4.335
C 0.228 -3.942 -3.205
H 2.307 -6.033 -8.230
H 3.239 -7.236 -7.226
H 3.871 -5.571 -7.667
H 1.101 -4.307 -7.245
H 2.671 -3.686 -6.909
H 0.920 -2.836 -5.377
H 2.420 -3.440 -4.608
H 0.987 -3.503 -2.552
H -0.426 -4.657 -2.702
H -0.521 -3.176 -3.468
C -0.008 3.706 7.231
O 0.690 3.457 6.025
C 0.676 2.081 5.717
C 1.530 1.858 4.452
O 0.940 2.526 3.319
C 1.425 3.839 3.157
H 0.386 3.151 8.092
H -1.015 3.286 7.118
H 0.005 4.759 7.492
H -0.317 1.640 5.602
H 1.185 1.545 6.529
H 1.464 0.828 4.100
H 2.549 2.220 4.585
H 1.435 4.445 4.063
H 0.782 4.387 2.461
H 2.416 3.864 2.689
C 2.329 0.216 -5.783
O 3.369 -0.625 -5.344
C 4.576 -0.478 -6.010
C 5.785 -1.091 -5.255
O 5.693 -2.492 -5.143
C 5.986 -3.256 -6.276
H 1.886 -0.031 -6.750
H 2.770 1.218 -5.892
H 1.610 0.349 -4.980
H 4.930 0.562 -6.078
H 4.561 -0.939 -7.003
H 5.955 -0.586 -4.304
H 6.682 -0.903 -5.863
H 5.367 -3.041 -7.152
H 5.767 -4.286 -5.994
H 7.042 -3.259 -6.567
C -1.925 1.911 2.274
O -1.833 1.332 0.980
C -0.514 0.822 0.741
C -0.449 0.103 -0.587
O 0.885 -0.180 -0.917
C 1.095 -0.233 -2.310
H -1.500 1.268 3.051
H -2.972 2.110 2.486
H -1.307 2.810 2.207
H -0.281 0.130 1.560
H 0.123 1.702 0.858
H -0.843 0.826 -1.313
H -1.121 -0.759 -0.586
H 0.538 -1.056 -2.767
H 2.139 -0.480 -2.508
H 0.893 0.714 -2.816
C -4.584 -5.139 -2.545
O -5.196 -4.502 -1.435
C -4.622 -3.265 -1.058
C -3.501 -3.375 -0.067
O -3.247 -2.098 0.469
C -2.400 -2.066 1.574
H -5.215 -4.976 -3.425
H -4.633 -6.209 -2.326
H -3.546 -4.836 -2.687
H -5.423 -2.678 -0.606
H -4.327 -2.684 -1.938
H -2.598 -3.843 -0.481
H -3.806 -4.049 0.745
H -1.330 -2.212 1.364
H -2.584 -2.727 2.427
H -2.403 -1.020 1.889
C 6.534 -2.608 -1.680
O 5.248 -2.130 -1.343
C 5.137 -0.740 -1.158
C 3.909 -0.501 -0.299
O 3.862 0.872 0.137
C 3.030 1.054 1.291
H 6.624 -3.682 -1.536
H 7.355 -2.247 -1.044
H 6.702 -2.245 -2.695
H 5.060 -0.148 -2.073
H 6.018 -0.407 -0.596
H 3.754 -1.137 0.572
H 3.038 -0.516 -0.964
H 3.282 0.304 2.042
H 2.012 0.861 0.924
H 3.122 2.102 1.556
C 0.682 -6.748 -0.627
O -0.031 -5.693 -0.052
C 0.261 -5.466 1.307
C -0.603 -4.247 1.728
O -0.457 -3.108 0.954
C 0.831 -2.570 0.908
H 0.227 -7.041 -1.572
H 0.640 -7.680 -0.038
H 1.762 -6.602 -0.743
H 1.342 -5.446 1.480
H -0.113 -6.296 1.926
H -0.345 -4.100 2.790
H -1.626 -4.613 1.778
H 1.140 -2.190 1.890
H 0.902 -1.726 0.222
H 1.591 -3.280 0.563
C 2.779 3.926 -0.328
O 2.481 5.246 0.052
C 1.201 5.620 -0.399
C 0.625 6.793 0.360
O 1.628 7.763 0.572
C 1.167 8.996 1.089
H 2.529 3.638 -1.354
H 2.318 3.181 0.328
H 3.848 3.716 -0.271
H 0.544 4.792 -0.081
H 1.100 5.739 -1.482
H 0.227 6.494 1.334
H -0.185 7.172 -0.276
H 2.004 9.680 1.188
H 0.608 8.807 2.011
H 0.471 9.421 0.353
```

Output
SMILES   COCCOC.COCCOC.COCCOC.COCCOC.COCCOC.COCCOC.COCCOC.COCCOC.COCCOC.COCCOC.COCCOC
E_HOMO   -7.86 eV
Energy relative to the best compared isomer or geometry (same formula, charge and spin)   103.1 kcal per mole